Record 1
This record from the Open Molecules 2025 dataset describes C25H21N5O12RhS as an isolated structure. The level of theory is ωB97M-V/def2-TZVPD.

Geometry (Å):
Rh (0.928, 0.022, -0.385)
O (-0.324, 3.394, 1.926)
C (0.100, 2.583, 0.991)
O (1.229, 2.164, 0.853)
C (-0.919, 2.322, -0.087)
C (-2.001, 3.129, -0.404)
C (-2.602, 2.959, -1.643)
C (-2.053, 2.070, -2.564)
C (-0.990, 1.285, -2.156)
N (-0.525, 1.360, -0.909)
C (-0.031, 0.512, -3.015)
O (-0.304, 0.246, -4.270)
O (1.068, 0.217, -2.560)
H (0.356, 3.489, 2.615)
H (-2.328, 3.892, 0.288)
H (-3.447, 3.572, -1.925)
H (-2.438, 2.037, -3.575)
H (-1.199, 0.507, -4.527)
O (3.286, -3.034, 0.575)
C (2.620, -2.053, 0.815)
O (2.517, -1.086, -0.088)
C (1.860, -1.928, 2.097)
C (2.234, -2.812, 3.102)
C (1.622, -2.777, 4.334)
C (0.627, -1.861, 4.615)
C (0.268, -0.977, 3.627)
C (0.831, -0.993, 2.330)
O (0.298, -0.196, 1.435)
N (-0.770, 0.004, 3.963)
O (-0.627, 1.146, 3.562)
O (-1.694, -0.376, 4.645)
N (2.031, -3.732, 5.374)
O (1.518, -3.612, 6.466)
O (2.900, -4.527, 5.087)
H (3.019, -3.527, 2.902)
H (0.147, -1.837, 5.582)
C (3.074, -3.469, -5.734)
C (2.235, -2.826, -4.639)
C (2.690, -3.306, -3.266)
N (1.899, -2.712, -2.177)
C (0.628, -2.850, -1.948)
S (-0.278, -1.831, -0.854)
N (-0.142, -3.809, -2.520)
C (0.176, -5.157, -2.921)
O (-0.449, -5.612, -3.838)
C (1.158, -5.898, -2.103)
C (1.751, -7.020, -2.684)
C (2.687, -7.746, -1.972)
C (3.025, -7.362, -0.679)
C (2.420, -6.260, -0.091)
C (1.483, -5.528, -0.800)
H (2.768, -3.116, -6.718)
H (2.968, -4.555, -5.723)
H (4.132, -3.233, -5.610)
H (1.181, -3.078, -4.784)
H (2.314, -1.737, -4.680)
H (3.717, -3.001, -3.070)
H (2.672, -4.391, -3.199)
H (2.389, -2.071, -1.541)
H (-1.113, -3.577, -2.672)
H (1.470, -7.302, -3.690)
H (3.155, -8.612, -2.421)
H (3.762, -7.929, -0.125)
H (2.682, -5.965, 0.915)
H (1.004, -4.683, -0.321)

Forces on the atoms, in the same order (eV/Å):
-0.050 0.023 -0.003
-0.008 -0.019 0.014
0.018 0.110 -0.033
-0.007 -0.051 0.004
-0.010 -0.046 -0.003
0.000 0.002 -0.010
0.001 0.009 0.011
0.010 -0.012 0.004
-0.013 0.022 0.019
0.005 -0.043 0.008
0.047 -0.009 -0.017
0.007 -0.004 0.024
-0.044 -0.011 -0.050
0.000 0.000 0.007
0.001 0.000 0.001
0.000 0.001 0.001
0.003 -0.005 -0.001
0.001 0.002 0.000
0.205 0.040 0.089
-0.467 -0.173 -0.226
0.139 0.042 0.089
0.141 0.079 0.043
-0.001 0.000 0.025
-0.097 -0.111 -0.061
-0.018 0.008 -0.007
0.014 -0.022 0.003
-0.030 -0.017 0.005
0.020 0.036 0.029
-0.020 0.005 -0.018
0.015 0.002 -0.003
0.001 -0.004 0.004
0.406 0.368 0.164
-0.147 -0.129 -0.052
-0.139 -0.141 -0.060
-0.001 -0.003 0.004
0.000 -0.002 -0.001
0.010 0.001 0.000
-0.017 -0.012 0.013
-0.006 -0.004 0.006
-0.048 0.016 -0.042
0.032 0.029 0.003
0.025 0.037 0.011
0.030 0.032 -0.071
-0.111 -0.023 0.124
0.033 0.022 -0.032
0.057 0.009 -0.042
0.005 0.003 -0.003
-0.004 -0.002 0.000
-0.001 0.004 0.000
0.002 -0.012 0.004
-0.007 -0.004 0.007
-0.004 -0.002 0.000
0.001 0.000 0.001
0.000 0.001 -0.001
0.003 0.002 -0.014
0.004 0.002 0.005
-0.002 0.016 -0.013
-0.006 -0.022 0.019
0.013 -0.002 0.021
0.000 -0.008 -0.010
0.000 0.002 0.001
0.000 0.000 0.000
0.000 -0.001 0.001
-0.002 0.004 -0.002
0.015 -0.033 0.012

For the energy above the lowest of the compared OMol25 structures with the same formula, charge and spin, the calculation gives 0.0000 eV. The total charge is +1. The lowest unoccupied orbital energy comes out at -0.17499 Eh. The calculation puts the electronic energy at -2650.37814 hartree.

=====

Record 2
This record from the Open Molecules 2025 dataset describes a 2-piece molecular cluster, O2 overall at a distorted geometry. The level of theory is ωB97M-V/def2-TZVPD.

Geometry (Å):
O (0.000, 0.000, 0.892)
O (0.000, 0.000, -0.892)

Forces on the atoms, in the same order (eV/Å):
0.000 0.000 -9.500
0.000 0.000 9.500

For the energy above the lowest of the compared OMol25 structures with the same formula, charge and spin, the calculation gives 4.9887 eV. The total charge is 0. The lowest unoccupied orbital energy comes out at -0.19694 Eh. The calculation puts the electronic energy at -150.11328 hartree.

=====

Record 3
This record from the Open Molecules 2025 dataset describes an isolated ion of composition C7H5N2O4 and charge -1 at a distorted geometry. The level of theory is ωB97M-V/def2-TZVPD.

Geometry (Å):
O (3.089, 0.421, 0.331)
N (2.078, -0.180, -0.138)
O (1.921, -1.445, -0.109)
C (0.865, 0.481, -0.260)
C (0.686, 1.819, -0.587)
C (-0.559, 2.384, -0.400)
C (-1.597, 1.639, 0.148)
C (-1.409, 0.308, 0.491)
C (-0.193, -0.304, 0.251)
C (0.144, -1.701, 0.567)
N (-0.255, -2.719, -0.260)
O (-0.385, -3.856, 0.242)
O (-0.525, -2.486, -1.452)
H (1.514, 2.385, -0.984)
H (-0.728, 3.418, -0.669)
H (-2.562, 2.100, 0.302)
H (-2.222, -0.264, 0.914)
H (0.139, -1.999, 1.612)

Forces on the atoms, in the same order (eV/Å):
0.246 0.092 0.101
0.377 0.568 -0.498
1.059 -0.751 -0.232
-1.006 0.040 0.447
0.260 -0.183 -0.033
-0.083 -0.026 -0.020
-0.100 0.065 0.037
-0.038 -0.014 -0.075
0.411 0.202 -0.389
-0.935 0.146 0.787
-0.514 0.252 0.236
0.178 -0.623 0.145
0.138 0.189 -0.346
0.110 0.057 0.042
0.007 0.071 -0.028
-0.092 0.041 0.020
-0.060 -0.061 0.028
0.044 -0.065 -0.223

For the energy above the lowest of the compared OMol25 structures with the same formula, charge and spin, the calculation gives 4.4680 eV. The total charge is -1. The lowest unoccupied orbital energy (spin up / spin down) comes out at 0.12577 / 0.12562 Eh. The calculation puts the electronic energy at -680.02982 hartree. Its SMILES is O=[N+]([O-])c1ccccc1C=[N+]([O-])[O-].